Molecular formula: C9H17N5O5
Method: DFT, ωB97M-V/def2-TZVPD

Last column: Mulliken charge in e.
Cartesian coordinates (Å):
1 N -2.75523 1.54913 -3.13448  -0.722
2 N -1.59121 1.06222 -1.11631  -0.413
3 O -1.83617 1.34561 -5.05203  -0.564
4 O 2.66297 -1.54306 3.89187  -0.552
5 O 2.74089 -0.17384 1.06768  -0.613
6 O -0.85895 -0.39750 1.41270  -0.604
7 O 0.22648 -0.74513 4.03278  -0.658
8 C -2.65810 1.32361 -1.83258  -0.082
9 C -1.61683 1.20201 -3.80462  0.664
10 C -0.54681 0.77607 -1.78577  0.264
11 C -0.45933 0.68252 -3.16377  0.453
12 N -3.67827 1.52175 -1.04991  -0.373
13 N 0.69753 0.27079 -3.91157  -0.539
14 N 0.55472 0.35269 -1.06060  -0.161
15 C 1.00707 1.02140 0.11559  -1.276
16 C 1.81287 -2.35856 3.16599  -1.035
17 C 1.40449 0.15825 1.36915  0.136
18 C 0.42385 -1.07660 1.55516  -0.054
19 C 0.48142 -1.77069 2.94009  0.456
20 H -2.81786 1.42274 -4.93459  0.450
21 H 2.00712 -0.95676 4.41350  0.392
22 H 3.04026 -0.83297 1.71323  0.356
23 H -1.11994 -0.12569 0.48994  0.330
24 H -0.62397 -0.32558 3.79831  0.359
25 H -4.59552 1.45548 -1.50736  0.271
26 H -3.55171 1.20171 -0.11925  0.233
27 H 1.57787 0.36295 -3.40904  0.128
28 H 0.66685 0.41127 -4.91482  0.235
29 H 1.39748 0.17880 -1.59396  0.264
30 H 0.36980 1.78290 0.47902  0.557
31 H 1.92974 1.64486 -0.28761  0.367
32 H 2.28097 -2.80368 2.26322  0.362
33 H 1.70558 -3.04813 4.02576  0.390
34 H 1.36468 0.84953 2.14756  0.418
35 H 0.65964 -1.86996 0.80542  0.234
36 H -0.30237 -2.54815 2.99132  0.326

Force components x, y, z for each atom (eV/Å):
N 1.33 -1.22 1.00
N -0.44 -0.04 1.17
O -0.39 -0.25 -3.26
O 0.39 3.83 0.54
O 0.64 -1.15 0.52
O -0.30 -1.20 -0.03
O -0.16 -1.61 -1.59
C 0.53 1.23 -0.58
C 0.50 -0.65 4.15
C 3.80 -1.85 -0.78
C -0.88 1.36 -2.79
N -4.47 0.54 0.09
N -0.77 -0.20 1.15
N 0.69 -0.57 -0.47
C 2.34 1.38 0.44
C 0.27 -2.42 2.63
C 0.04 -1.16 -3.27
C -0.19 2.14 -0.28
C -1.95 2.65 -0.63
H 0.38 0.43 -1.39
H 1.69 -0.92 -0.99
H 0.20 0.43 0.02
H 0.68 -0.40 0.96
H 0.56 -0.23 0.03
H 0.60 0.17 0.79
H -0.29 -0.14 0.59
H -0.34 0.20 -0.95
H 0.25 0.18 0.54
H -0.67 -0.36 -0.24
H -1.30 0.58 -0.06
H -1.27 -1.25 1.62
H -0.28 0.25 0.60
H -0.75 -1.57 -1.49
H -0.23 0.76 1.89
H -0.47 0.69 0.15
H 0.27 0.41 -0.07

Calculated values
SMILES: Nc1nc(O)c(N)c(NC[C@H](O)[C@H](O)[C@H](O)CO)n1
orbital gap: 8.24 eV
E: -1003.07268 a.u.
net charge: 0
energy relative to the best compared isomer or geometry (same formula, charge and spin): 2.434 eV